{
  "formula": "C3H11N2OS",
  "method": "ωB97M-V/def2-TZVPD",
  "species": ["C", "C", "S", "N", "C", "N", "H", "H", "H", "H", "H", "H", "H", "H", "H", "H", "H", "O"],
  "positions_angstrom": [[-0.67, 0.39, 1.03], [-1.18, 0.75, -0.38], [-3.02, 0.60, -0.54], [2.42, -0.86, 0.19], [2.20, -1.78, -0.74], [3.02, -1.94, -1.89], [-0.91, -0.66, 1.25], [-1.20, 1.01, 1.74], [-0.83, 1.76, -0.65], [-0.75, 0.07, -1.12], [0.42, 0.44, 0.95], [1.36, -2.46, -0.55], [1.85, -0.38, -0.68], [3.63, -2.75, -1.77], [3.61, -1.11, -1.82], [-3.43, 1.73, 1.12], [-3.03, 3.00, 1.82], [-3.49, 2.18, 2.04]],
  "lowdin_charge": [-0.2219, -0.7727, 0.1903, -0.0051, -0.3858, 0.0319, 0.0518, 0.0349, 0.0284, 0.0005, 0.0150, 0.1171, 0.1176, 0.0770, 0.0743, -0.1400, -0.0043, -0.2088],
  "total_charge": -1,
  "orbital_gap_ev": 5.7
}

{
  "formula": "C3H11N2OS",
  "method": "ωB97M-V/def2-TZVPD",
  "species": ["N", "C", "C", "S", "C", "N", "H", "H", "H", "H", "H", "H", "H", "H", "H", "H", "H", "O"],
  "positions_angstrom": [[-0.57, 1.49, -0.87], [-0.52, 0.54, 0.25], [-0.89, -0.92, 0.04], [-0.09, -1.75, -1.47], [-1.20, 1.27, 1.42], [-0.24, 2.02, 2.37], [0.37, 1.75, -1.15], [-1.02, 1.07, -1.58], [0.55, 0.46, 0.49], [-0.46, -1.62, 0.84], [-1.86, -0.88, -0.26], [-1.96, 1.91, 0.87], [-1.77, 0.50, 1.97], [0.19, 2.77, 1.92], [0.43, 1.39, 2.75], [2.61, -0.11, -0.02], [2.15, -1.31, -0.87], [2.95, -0.97, -0.27]],
  "lowdin_charge": [0.0344, -0.5151, -0.6215, 0.1525, -0.2258, -0.0020, 0.0675, -0.0164, 0.0874, 0.0676, -0.0137, 0.1098, 0.0916, 0.0116, 0.0393, -0.0303, -0.0396, -0.1973],
  "total_charge": -1,
  "orbital_gap_ev": 6.9
}

{
  "formula": "C3H11N2OS",
  "method": "ωB97M-V/def2-TZVPD",
  "species": ["N", "C", "C", "S", "C", "N", "H", "H", "H", "H", "H", "H", "H", "H", "H", "H", "H", "O"],
  "positions_angstrom": [[1.49, -0.36, -0.42], [0.26, 0.42, -0.59], [-0.55, 0.78, 0.68], [-0.34, -0.45, 2.10], [0.57, 1.71, -1.37], [1.25, 1.41, -2.69], [1.24, -0.93, 0.43], [2.13, 0.21, 0.17], [-0.37, -0.11, -1.30], [-1.60, 0.89, 0.42], [-0.20, 1.70, 1.15], [1.29, 2.36, -0.86], [-0.34, 2.28, -1.53], [0.51, 1.07, -3.30], [1.72, 0.53, -2.44], [-1.59, -1.75, 0.84], [-1.84, -3.25, 0.24], [-2.19, -2.37, 0.33]],
  "lowdin_charge": [-0.0237, -0.5171, -0.6128, 0.2245, -0.2675, -0.0337, -0.0126, 0.0659, 0.1209, 0.0454, 0.0229, 0.0966, 0.0999, 0.0410, 0.0284, -0.1072, -0.0050, -0.1659],
  "total_charge": -1,
  "orbital_gap_ev": 7.3
}

{
  "formula": "C3H11N2PS",
  "method": "ωB97M-V/def2-TZVPD",
  "species": ["C", "C", "C", "N", "N", "P", "S", "H", "H", "H", "H", "H", "H", "H", "H", "H", "H", "H"],
  "positions_angstrom": [[1.23, 1.60, -1.35], [-1.48, -2.16, -0.25], [1.19, 0.01, 2.12], [-0.21, 1.60, -0.89], [-0.70, -1.05, -0.57], [-0.76, 0.45, 0.14], [-2.63, 0.92, 0.43], [1.95, 2.30, -1.00], [1.56, 0.65, -1.23], [1.03, 1.83, -2.43], [-2.34, -1.75, 0.40], [-1.63, -2.65, -1.21], [-0.90, -2.73, 0.47], [1.73, -0.79, 1.58], [1.71, 0.95, 2.33], [0.48, -0.34, 2.84], [-0.55, 2.49, -0.55], [0.31, -1.33, -0.84]],
  "lowdin_charge": [-0.1102, -0.2118, -0.0140, -0.2923, -0.3456, 0.3056, 0.2004, 0.0620, 0.0055, 0.0979, 0.0599, 0.0889, 0.0677, -0.0283, -0.0220, -0.0464, 0.0587, 0.1240],
  "orbital_gap_ev": [7.7, 7.6]
}

Summary of maximum force in hartree/bohr
0.0546, 0.0874, 0.0445, 0.1075
(order as listed above)
Summary of electronic energy in hartree
-703.75046, -703.83524, -703.87597, -969.85370
(order as listed above)
Summary of ΔE to the lowest compared entry with this formula, charge and spin in eV
3.637, 1.330, 0.221, 3.466
(order as listed above)